Entry from the Open Molecules 2025 dataset: the molecule C24H30N4O3 in a non-equilibrium geometry (ωB97M-V with the def2-TZVPD basis set).

Atoms and positions in Å:
O -2.218 3.300 -0.538
O 0.023 -1.521 1.476
O 2.421 -0.343 -2.607
N -3.668 1.527 -0.364
N -0.685 -1.015 -1.177
N 2.226 -1.444 -0.631
N -3.001 -0.736 -0.655
C -2.361 2.097 -0.612
C 4.040 0.440 0.493
C 4.113 2.512 -0.903
C -0.022 1.131 -1.230
C -0.742 -2.443 -1.362
C -4.671 2.410 -0.090
C 3.135 1.024 1.266
C -0.853 -2.591 1.174
C 1.773 -0.642 -1.624
C -6.236 0.621 0.126
C 3.620 -1.805 -0.536
C -0.375 -3.261 -0.111
C 3.772 3.272 0.373
C 4.320 -1.035 0.597
C -5.937 2.003 0.154
C 4.802 1.196 -0.558
C -3.922 0.162 -0.403
C 0.386 -0.167 -1.380
C -5.258 -0.286 -0.144
C 2.769 2.474 1.200
C -0.473 -0.646 2.454
C -5.505 -1.758 -0.193
C -1.771 -0.259 -0.896
C -1.400 1.095 -0.906
H 4.761 3.114 -1.543
H 2.705 2.882 2.214
H -1.877 -2.216 1.042
H 0.256 0.155 2.558
H 2.598 0.439 2.003
H -0.601 -1.156 3.416
H 1.769 2.560 0.761
H 5.816 1.389 -0.191
H 0.584 2.007 -1.335
H -6.551 -1.980 0.001
H 3.710 -2.883 -0.363
H -0.852 -3.312 2.006
H -1.436 -0.218 2.150
H 1.682 -1.472 0.223
H 5.393 -1.225 0.536
H -1.777 -2.664 -1.636
H -6.708 2.725 0.366
H -4.885 -2.264 0.545
H -5.224 -2.147 -1.169
H -0.839 -4.244 -0.195
H 3.199 2.296 -1.459
H 4.070 -1.564 -1.502
H 3.360 4.255 0.135
H 0.703 -3.398 -0.047
H 3.955 -1.411 1.556
H 4.889 0.585 -1.458
H 4.686 3.421 0.954
H -7.246 0.292 0.318
H -4.358 3.443 -0.089
H -0.082 -2.719 -2.188

Properties
Frontier orbital gap   7.780 eV
Relative energy (zero: lowest compared OMol25 entry of this formula, charge and spin)   180.2 kJ/mol